This record from the Open Molecules 2025 dataset describes a cluster of 11 separate species, C52H101N11O8 in total in a non-equilibrium geometry. The level of theory is the ωB97M-V functional and the def2-TZVPD basis.

```
172
Properties=species:S:1:pos:R:3:forces:R:3:mulliken_charge:R:1
C -21.57908 12.84035 8.22406 0.1 -0.1 -0.2 -0.629
C -20.31897 13.26735 7.71546 -0.3 -0.1 0.2 -0.957
C -19.77372 14.09808 8.65741 0.2 -0.1 -0.3 -0.425
N -20.63076 14.15987 9.71604 -0.1 0.1 0.1 0.306
C -21.75262 13.41833 9.45187 0.1 -0.1 0.1 -0.713
H -22.24342 12.14364 7.73840 -0.1 0.1 0.1 0.451
H -19.87497 12.93371 6.79512 0.1 0.2 -0.1 0.454
H -18.85707 14.66512 8.63842 0.1 -0.1 0.1 0.436
H -20.45557 14.72014 10.53747 0.0 -0.3 0.1 0.472
H -22.55322 13.32354 10.16411 0.0 0.0 0.1 0.340
C -19.32440 20.34960 8.43216 0.5 0.3 0.3 0.305
C -19.89177 21.31892 7.56081 -0.3 -0.7 -0.3 -1.113
C -19.91655 22.50786 8.22593 0.3 0.3 -0.2 -0.623
N -19.30387 22.32171 9.43163 -0.1 0.4 0.1 -0.031
C -18.91899 21.02598 9.55686 -0.6 -0.7 0.3 -0.451
H -19.21880 19.28509 8.30718 0.1 0.1 -0.3 0.522
H -20.25131 21.11976 6.56454 -0.1 0.1 0.0 0.440
H -20.21802 23.48682 7.90100 -0.1 0.0 0.0 0.420
H -19.33553 22.98425 10.18267 0.2 0.1 0.0 0.248
H -18.54464 20.63568 10.48716 0.2 0.1 0.0 0.351
C -15.64370 12.93467 10.51319 0.6 0.0 -0.4 -0.944
C -15.31760 14.22285 10.01212 0.2 0.2 -0.1 -0.724
C -16.32531 15.06933 10.38116 -0.5 0.0 -0.3 -0.943
N -17.25821 14.33123 11.05479 -0.4 0.4 0.1 1.835
C -16.85080 13.03749 11.13820 -0.3 -0.3 0.1 -0.689
H -15.04068 12.05751 10.35056 -0.1 -0.1 0.2 0.467
H -14.46933 14.49666 9.40575 0.1 -0.1 0.1 0.510
H -16.54342 16.09227 10.11949 0.2 0.1 0.2 0.589
H -18.19242 14.66421 11.28446 0.2 -0.1 0.2 -0.575
H -17.46683 12.29535 11.61424 0.0 -0.1 0.1 0.486
C -23.95404 12.99564 13.35757 -0.2 -0.7 0.5 -0.725
C -24.31358 12.80833 12.00207 0.3 -0.3 0.1 -0.693
C -24.65129 14.03865 11.52287 -0.1 0.3 -0.6 -0.772
N -24.55182 14.93421 12.53372 -0.2 1.2 -0.2 1.066
C -24.14251 14.31618 13.66516 0.3 -0.2 0.0 -1.121
H -23.64997 12.20460 14.02800 0.0 0.1 0.1 0.599
H -24.29355 11.87430 11.46835 0.0 0.0 -0.1 0.482
H -24.87306 14.39064 10.52925 -0.2 -0.2 -0.1 0.646
H -24.62237 15.95720 12.42512 0.2 -0.5 0.2 -0.073
H -23.98469 14.87518 14.56280 0.0 0.1 0.3 0.867
C -27.01106 15.94949 14.73443 -0.9 -0.8 0.2 -0.897
O -25.98846 16.84285 14.47106 0.6 0.4 -0.3 -0.203
C -26.33694 17.79115 13.48967 -0.4 0.0 0.2 -0.529
C -25.12414 18.58345 13.13721 0.8 1.0 -0.3 -0.953
N -24.19741 17.90955 12.21886 -0.6 -0.1 -0.2 0.030
C -24.52535 18.18497 10.80484 0.7 0.4 0.5 -0.991
C -23.60793 17.40542 9.88851 -0.8 -0.2 -0.1 -0.204
O -22.29359 17.79858 10.15747 0.2 0.4 -0.1 -0.331
C -21.38157 17.29580 9.20757 0.0 0.1 -1.0 -0.166
H -27.79632 16.39294 15.36217 0.0 0.1 -0.1 0.334
H -26.61647 15.07719 15.25460 0.2 0.1 0.1 0.272
H -27.47699 15.57277 13.81247 0.0 0.1 0.0 0.355
H -27.09910 18.48968 13.86978 0.0 -0.2 0.0 0.560
H -26.75985 17.29270 12.60234 0.0 0.0 0.1 0.267
H -24.58660 18.84683 14.05116 0.0 -0.2 0.1 0.333
H -25.43327 19.55932 12.72543 -0.1 -0.2 -0.1 0.405
H -23.25196 18.22725 12.39174 0.0 -0.1 -0.1 -0.026
H -24.36417 19.25799 10.60351 -0.3 -0.1 -0.1 0.433
H -25.57109 17.94474 10.61480 0.0 -0.1 0.0 0.505
H -23.87684 17.61035 8.84248 0.1 0.0 0.0 0.493
H -23.73544 16.32566 10.05483 0.1 0.0 0.0 -0.103
H -21.69945 17.54311 8.18629 -0.1 -0.1 0.1 0.589
H -21.25581 16.20862 9.28780 -0.2 0.4 -0.2 0.241
H -20.41848 17.78213 9.36551 -0.8 -0.2 -0.6 -0.641
C -19.01172 21.76482 20.00606 0.3 0.4 0.5 -0.769
O -18.83324 21.07228 18.81181 -0.3 -0.3 -0.4 -0.254
C -19.55861 21.64690 17.74680 0.0 0.0 -0.6 -0.800
C -19.55705 20.65670 16.59953 0.9 -0.1 0.6 -0.565
N -20.44906 19.56061 16.88843 -0.5 -0.7 -0.5 -0.352
C -20.63604 18.64368 15.74863 -0.3 0.9 0.6 0.204
C -21.64301 17.58259 16.08930 -0.1 -0.3 0.3 -0.048
O -20.98490 16.62630 16.88999 0.1 -0.6 0.3 -0.262
C -21.79492 15.48465 17.16816 -0.2 0.8 0.1 -0.460
H -18.40175 21.27953 20.76665 -0.1 -0.1 0.0 0.235
H -20.05972 21.77137 20.32069 0.0 0.0 0.0 0.317
H -18.65435 22.80234 19.92783 -0.1 0.0 -0.1 0.296
H -19.07588 22.58417 17.43374 -0.1 0.0 0.1 0.436
H -20.61063 21.83826 18.00236 0.2 0.1 0.3 0.343
H -18.50562 20.31659 16.51395 -0.1 0.1 -0.3 0.251
H -19.84359 21.15295 15.67221 -0.1 0.0 0.0 0.449
H -20.11117 19.02280 17.67995 0.0 0.1 0.0 0.298
H -19.69362 18.16629 15.44742 -0.1 0.0 -0.1 -0.788
H -21.05261 19.25024 14.93489 0.3 -0.1 -0.1 0.596
H -22.06518 17.11196 15.19000 0.1 -0.1 -0.1 -0.170
H -22.47572 18.01937 16.65654 0.0 0.1 -0.1 0.438
H -21.25670 14.80754 17.82531 0.2 -0.1 -0.2 0.057
H -22.06094 15.01618 16.21645 -0.1 -0.3 0.1 0.123
H -22.70685 15.78148 17.70947 0.0 0.0 -0.2 0.346
C -18.33162 18.73527 12.85348 0.6 -0.3 0.1 -0.172
O -18.18647 17.71715 11.87840 0.2 -0.1 -0.2 0.344
C -19.35890 17.41176 11.15316 0.2 0.8 -0.1 -1.412
C -20.37004 16.65881 11.97673 0.0 -0.8 0.3 -0.293
N -19.77370 15.40755 12.46618 -0.3 0.1 -0.7 1.367
C -20.70807 14.57794 13.23518 0.6 0.5 0.5 1.371
C -20.11811 13.20803 13.51204 -0.4 -0.2 0.2 -1.967
O -19.03074 13.13548 14.40263 0.8 0.0 -0.9 0.804
C -19.27395 13.47497 15.72206 -0.2 1.2 0.8 0.330
H -19.00102 18.43274 13.66253 -0.1 0.2 -0.2 -0.326
H -18.62214 19.70359 12.43240 -0.3 -0.1 -0.1 0.060
H -17.33481 18.86660 13.28002 -0.1 0.0 0.0 0.309
H -19.10128 16.83298 10.25702 0.6 -0.3 0.5 0.061
H -19.78641 18.32055 10.69640 0.2 0.1 1.0 0.650
H -21.20469 16.38804 11.32260 0.0 0.2 0.5 0.524
H -20.76474 17.25738 12.81153 -0.1 0.1 -0.2 -0.235
H -18.91099 15.60090 12.96414 -0.2 0.0 0.3 0.206
H -21.63919 14.42342 12.68358 0.1 0.1 -0.2 -1.015
H -20.97889 15.10531 14.16342 -0.1 -0.2 0.0 -0.428
H -19.72505 12.83620 12.56633 -0.2 -0.2 -0.1 0.130
H -20.91370 12.54986 13.88547 -0.1 0.0 -0.2 0.426
H -18.36788 13.29324 16.29757 -0.1 -0.5 -0.1 -1.049
H -20.13253 12.96778 16.17030 0.1 -0.2 -0.1 0.561
H -19.42690 14.56439 15.83506 -0.3 -0.1 -0.1 -0.188
C -13.52782 17.65632 10.45734 0.8 -0.7 -0.7 -0.271
O -13.01608 18.68623 11.25434 0.0 0.4 0.2 -0.437
C -14.02036 19.34865 11.98900 -0.3 0.0 0.5 -0.320
C -14.97174 20.19465 11.14879 0.6 0.1 0.3 -0.143
N -14.19828 21.20834 10.45125 0.1 -0.2 0.0 -0.365
C -14.91058 21.88788 9.39310 0.1 0.7 -0.1 -0.949
C -15.16165 21.06868 8.15642 -0.9 -0.5 0.2 -0.062
O -13.93351 20.73149 7.58690 0.4 0.1 -0.1 -0.389
C -14.07104 19.86682 6.49323 0.3 -0.1 -0.3 -0.729
H -14.19915 18.03239 9.68019 -0.3 -0.2 0.2 0.143
H -13.92926 16.81393 11.03291 -0.5 0.4 0.1 0.055
H -12.68400 17.21008 9.92035 0.1 0.2 0.0 0.332
H -13.53278 20.00344 12.71514 0.2 0.0 -0.2 0.385
H -14.58466 18.61214 12.57515 -0.2 -0.1 -0.1 -0.027
H -15.61619 20.71934 11.86422 -0.3 -0.2 -0.1 0.325
H -15.56792 19.54409 10.49478 -0.2 0.1 0.1 0.027
H -13.33600 20.80045 10.10413 -0.1 0.0 -0.1 0.369
H -14.33748 22.77117 9.09135 0.0 0.0 0.1 0.363
H -15.86150 22.25776 9.78797 0.0 -0.1 0.0 0.348
H -15.80750 21.58474 7.43017 0.1 0.2 0.1 0.550
H -15.72086 20.15765 8.44355 0.1 0.0 -0.2 0.047
H -13.08365 19.75321 6.04748 0.0 -0.1 0.1 0.263
H -14.72302 20.28048 5.71226 -0.1 0.0 0.2 0.308
H -14.44917 18.89036 6.82007 0.0 0.0 -0.1 0.254
C -18.28554 9.65522 14.42273 0.2 -0.3 0.3 -0.748
C -16.93437 9.67892 13.74173 0.3 1.1 -0.7 0.207
C -15.87551 8.77609 14.35408 0.4 -0.2 0.4 -0.599
C -16.29403 7.38054 14.54203 0.2 0.7 -0.2 0.199
N -16.61954 6.29394 14.68820 -0.2 -0.5 0.1 -0.455
H -18.17791 9.82596 15.49749 0.0 0.2 0.0 0.260
H -18.75604 8.67440 14.32313 -0.1 0.1 -0.2 0.470
H -18.91754 10.43874 14.01279 -0.2 -0.1 0.0 -0.148
H -16.52451 10.69734 13.77405 -0.1 -0.1 0.4 -0.243
H -17.02695 9.57225 12.65320 -0.1 -0.7 0.2 0.399
H -15.57800 9.16140 15.33728 -0.3 0.0 0.0 0.236
H -14.93556 8.78295 13.79530 -0.2 -0.1 -0.2 0.410
C -16.52803 15.99994 16.30422 -0.7 -0.8 -0.2 0.303
C -15.46677 15.70905 15.25647 0.7 0.1 0.7 -0.580
C -15.79722 14.50224 14.37513 -0.1 0.5 -0.3 1.648
C -15.85939 13.27409 15.15618 -0.2 0.0 -0.1 -0.102
N -15.97701 12.33189 15.80082 0.2 -0.1 0.0 -0.503
H -16.87053 15.06000 16.76150 0.2 0.1 0.0 -0.646
H -17.43261 16.39622 15.82950 0.1 0.3 0.2 -0.355
H -16.18504 16.63631 17.11355 0.0 0.3 -0.1 0.544
H -14.51333 15.52921 15.76959 -0.1 -0.1 -0.1 0.445
H -15.29192 16.60154 14.66054 -0.1 0.0 -0.3 0.018
H -15.07882 14.39724 13.56015 0.0 -0.1 0.0 0.489
H -16.77144 14.65182 13.90380 -0.1 -0.2 0.0 -1.236
C -15.40180 13.65437 19.11260 0.1 -0.1 0.0 -1.153
C -16.66210 12.80205 19.02297 -0.1 0.2 -0.2 -0.002
C -17.92316 13.54653 19.47733 0.7 0.3 0.3 -0.317
C -19.13076 12.81027 19.15119 0.7 0.6 0.3 0.129
N -20.06671 12.23721 18.84575 -1.0 -0.6 -0.3 -0.539
H -14.54014 13.00316 18.96246 0.1 0.1 0.0 0.339
H -15.28682 14.14845 20.08150 -0.1 -0.1 0.0 0.392
H -15.35435 14.43888 18.35444 -0.1 -0.1 0.0 0.137
H -16.53085 11.90874 19.63383 -0.1 -0.1 0.0 0.489
H -16.82719 12.48632 17.99006 0.2 -0.1 0.1 -0.110
H -17.95173 14.53087 19.00092 -0.2 -0.1 -0.1 0.159
H -17.86681 13.73216 20.55215 -0.2 0.0 0.0 0.538
```
Forces are in eV/Å.

**Relative energy (zero: lowest compared OMol25 entry of this formula, charge and spin)**: 0.0 kJ/mol
**Total charge**: 0
**Frontier orbital gap**: 8.340 eV
**SMILES string**: c1cc[nH]c1.c1cc[nH]c1.c1cc[nH]c1.c1cc[nH]c1.COCCNCCOC.COCCNCCOC.COCCNCCOC.COCCNCCOC.CCCC#N.CCCC#N.CCCC#N